The following is a DFT calculation (ωB97M-V/def2-TZVPD) of C25H27Cl3N2O3Zr as an isolated structure in a non-equilibrium geometry.

Properties
E_LUMO (alpha / beta) = 3.65 / 3.65 eV
E_HOMO (alpha / beta) = 0.027 / 0.027 Eh
spin multiplicity = 1
orbital gap (alpha / beta) = 2.903 / 2.909 eV
net charge = -2

Geometry as XYZ:
```
61
Properties=species:S:1:pos:R:3:forces:R:3
C -4.574 -2.261 0.499 -0.39 1.65 -1.52
C -4.396 -2.667 -0.872 0.03 2.32 0.67
C -4.626 -1.525 -1.714 -0.17 0.45 2.91
C -4.018 -3.995 -1.351 0.25 -0.79 -0.07
C -4.968 -0.426 -0.857 0.64 -2.02 0.32
C -4.917 -0.872 0.517 0.26 -2.19 -2.57
C -5.221 -0.082 1.680 -0.30 0.74 2.18
C -4.442 -3.134 1.665 -0.10 -0.54 1.16
C -4.581 -1.511 -3.163 -0.03 0.12 -1.00
C -5.264 0.937 -1.325 0.04 0.35 -0.17
Zr -0.296 -0.730 -0.611 -0.25 2.23 6.66
Cl -0.756 -1.616 -2.426 -1.27 -2.67 -6.40
Cl 0.588 -2.593 0.577 0.08 -0.24 0.11
Cl -1.808 1.010 -0.271 -0.34 -0.03 0.00
H -3.872 -4.683 -0.509 0.01 0.02 -0.15
H -3.076 -3.953 -1.916 -0.05 -0.26 -0.14
H -4.786 -4.424 -2.006 0.02 -0.20 -0.14
H -3.683 -2.026 -3.533 -0.10 0.00 -0.28
H -4.568 -0.474 -3.531 0.01 -0.23 -0.15
H -5.471 -2.012 -3.580 0.13 0.01 -0.39
H -4.442 1.323 -1.943 -0.08 0.19 -0.14
H -5.385 1.619 -0.484 -0.08 0.10 0.02
H -6.181 0.952 -1.922 -0.13 0.29 -0.14
H -4.966 0.970 1.484 0.22 -0.02 0.41
H -4.678 -0.495 2.608 -0.20 0.91 -1.24
H -6.291 -0.054 1.933 -0.32 -0.08 -0.13
H -3.515 -3.715 1.557 0.17 0.14 0.51
H -5.217 -3.916 1.705 -0.35 0.03 0.01
H -4.418 -2.526 2.621 0.35 -0.97 -1.10
O -3.307 -1.266 3.365 3.09 0.72 0.76
H -2.318 -1.024 3.254 -2.37 -0.52 0.30
O 0.666 0.229 2.267 0.06 0.28 -0.74
C 1.471 0.504 1.415 1.51 0.31 -1.53
N 2.798 0.795 1.545 0.51 -0.09 1.82
C 3.509 1.158 0.334 -0.42 -0.02 0.60
C 2.461 0.724 -0.739 0.63 0.60 3.18
O 2.758 0.622 -1.896 -0.87 -0.17 -0.99
N 1.323 0.521 -0.009 -1.19 -0.79 -1.84
C 3.668 2.666 0.378 1.10 -0.13 0.25
C 2.806 3.499 -0.307 -0.50 0.02 -0.48
C 2.899 4.883 -0.180 0.20 -0.22 0.21
C 3.876 5.432 0.652 -0.16 0.13 -0.23
C 4.764 4.602 1.346 -0.29 -0.27 -0.20
C 4.660 3.214 1.215 -0.20 0.51 -0.10
C 4.737 0.307 0.138 0.73 0.61 -0.41
C 5.896 0.842 -0.442 -0.09 -0.32 -0.15
C 6.962 0.000 -0.772 -0.23 0.00 0.22
C 6.864 -1.366 -0.513 -0.04 -0.46 0.12
C 5.705 -1.911 0.061 -0.01 0.69 0.04
C 4.651 -1.056 0.390 -0.23 -0.62 0.02
H 3.146 0.987 2.476 0.12 0.04 -0.26
H 2.029 3.055 -0.950 0.45 0.37 0.33
H 2.194 5.492 -0.742 0.23 0.07 0.23
H 3.930 6.519 0.744 0.10 -0.31 0.06
H 5.532 5.036 1.985 -0.17 -0.08 -0.10
H 5.349 2.568 1.770 -0.30 0.18 -0.28
H 5.940 1.907 -0.684 0.01 -0.40 0.11
H 7.862 0.417 -1.229 -0.26 -0.17 0.12
H 7.691 -2.039 -0.756 -0.21 0.27 0.01
H 5.598 -2.978 0.260 0.17 0.29 -0.14
H 3.708 -1.460 0.795 0.58 0.17 -0.15
```
Forces are in eV/Å.



The following is a DFT calculation (ωB97M-V/def2-TZVPD) of a 2-piece molecular cluster, FH2O2P overall in a non-equilibrium geometry.

Properties
E_LUMO = -0.28 eV
E_HOMO = -0.407 Eh
spin multiplicity = 1
SMILES string = O=PO.F
orbital gap = 10.777 eV
energy relative to the best compared isomer or geometry (same formula, charge and spin) = 1.0928 eV

Geometry as XYZ:
```
6
Properties=species:S:1:pos:R:3:forces:R:3
O -0.547 -0.748 0.127 -0.47 -0.34 -0.13
P -1.893 -0.141 0.077 0.57 -0.36 0.26
O -1.651 1.432 -0.046 0.10 0.24 -0.35
H -0.695 1.526 -0.226 -0.14 0.37 0.21
F 2.623 -0.622 0.098 -0.60 -1.33 -0.23
H 2.163 -1.447 -0.030 0.54 1.42 0.24
```
Forces are in eV/Å.



The following is a DFT calculation (ωB97M-V/def2-TZVPD) of a 2-piece molecular cluster, C6H12O overall in a non-equilibrium geometry.

Properties
E_LUMO = 0.81 eV
E_HOMO = -0.335 Eh
spin multiplicity = 1
SMILES string = C=CC(=C)CC.O
orbital gap = 9.922 eV
energy relative to the best compared isomer or geometry (same formula, charge and spin) = 1.8413 eV

Geometry as XYZ:
```
19
Properties=species:S:1:pos:R:3:forces:R:3
C 1.620 0.920 1.011 1.02 0.51 -0.34
C 0.402 0.463 1.208 -0.92 -0.29 -0.64
C -0.574 0.282 0.109 -0.61 -0.61 0.14
C -0.207 -0.407 -0.967 0.47 0.04 -0.93
C -2.026 0.594 0.455 0.74 0.26 -0.23
C -3.052 0.252 -0.610 -0.13 0.45 0.35
H 2.456 0.871 1.687 -0.24 0.09 0.75
H 1.908 1.416 0.087 -0.31 -0.41 -0.23
H -0.020 0.120 2.139 0.52 -0.14 0.59
H 0.783 -0.831 -1.067 0.25 0.27 0.22
H -0.790 -0.585 -1.869 -0.44 0.06 0.48
H -2.218 0.052 1.390 -0.13 0.13 -0.09
H -2.044 1.655 0.679 -0.32 0.29 0.30
H -3.105 1.003 -1.384 0.43 0.21 -0.45
H -4.066 0.271 -0.215 0.00 -0.42 0.26
H -2.803 -0.698 -1.051 -0.30 -0.43 -0.19
O 4.334 -2.079 -0.645 0.47 0.28 0.10
H 5.307 -2.089 -0.675 -0.63 0.07 0.04
H 4.096 -1.212 -0.282 0.13 -0.34 -0.14
```
Forces are in eV/Å.



The following is a DFT calculation (ωB97M-V/def2-TZVPD) of C15H13IN5OPt as an isolated structure in a non-equilibrium geometry.

Properties
E_LUMO (alpha / beta) = -14.72 / -14.72 eV
E_HOMO (alpha / beta) = -0.654 / -0.654 Eh
spin multiplicity = 1
orbital gap (alpha / beta) = 3.071 / 3.067 eV
net charge = +3

Geometry as XYZ:
```
36
Properties=species:S:1:pos:R:3:forces:R:3
Pt -0.108 -0.048 0.027 0.59 1.18 -0.71
O -3.381 -2.121 0.759 0.16 0.11 -0.12
C -2.625 -1.224 0.586 -0.41 0.24 0.34
N -1.274 -1.467 0.092 0.36 -0.09 -0.18
C -0.769 -2.787 -0.177 0.44 0.43 0.02
C 0.587 -2.664 -0.837 -0.29 0.14 0.05
C 1.249 -3.730 -1.404 -0.01 -0.04 -0.07
C 2.443 -3.497 -2.076 0.03 0.05 -0.02
C 2.937 -2.201 -2.168 0.00 -0.15 -0.02
C 2.247 -1.175 -1.555 -0.04 0.07 0.07
N 1.106 -1.405 -0.888 -0.20 -0.48 0.57
C -2.831 0.241 0.838 0.11 -0.25 -0.25
C -4.056 0.718 1.232 -0.02 -0.01 0.00
C -4.222 2.098 1.353 0.06 0.06 -0.02
C -3.156 2.929 1.052 -0.10 -0.07 0.02
C -1.940 2.374 0.674 0.06 0.03 0.08
N -1.770 1.057 0.579 -0.10 -0.58 0.33
H -1.510 -3.353 -0.754 -0.09 -0.04 -0.09
H -0.688 -3.335 0.778 -0.07 -0.06 0.09
H 0.825 -4.724 -1.346 0.01 -0.02 0.00
H 2.976 -4.319 -2.537 0.00 -0.01 -0.01
H 3.852 -1.986 -2.701 0.01 0.01 0.00
H 2.595 -0.152 -1.593 0.00 0.00 -0.01
H -4.863 0.021 1.423 -0.01 0.00 0.00
H -5.172 2.510 1.664 -0.01 0.00 0.00
H -3.251 4.004 1.112 0.01 0.01 0.00
H -1.091 3.002 0.454 -0.01 0.00 0.06
I 3.349 5.106 0.252 0.10 0.27 -0.05
C 2.622 3.238 0.452 -0.68 -0.14 -0.27
C 3.236 2.175 1.141 -0.12 0.01 -0.12
N 2.462 1.120 0.990 0.09 -0.65 0.01
N 1.333 1.409 0.261 -0.42 -1.10 0.07
C 1.430 2.692 -0.064 0.54 0.94 0.18
H 4.158 2.138 1.704 -0.03 0.01 0.01
H 2.606 0.190 1.367 -0.04 0.12 0.03
H 0.693 3.168 -0.691 0.07 0.02 -0.01
```
Forces are in eV/Å.



The following is a DFT calculation (ωB97M-V/def2-TZVPD) of C18H33CdN5O6 as an isolated structure in a non-equilibrium geometry.

Properties
E_LUMO = -0.96 eV
E_HOMO = -0.186 Eh
spin multiplicity = 1
orbital gap = 4.104 eV
energy relative to the best compared isomer or geometry (same formula, charge and spin) = 0.0000 eV

Geometry as XYZ:
```
63
Properties=species:S:1:pos:R:3:forces:R:3
O -1.840 2.439 -3.919 0.08 0.05 0.41
H -2.741 2.702 -3.674 0.16 -0.39 -0.11
Cd -0.557 0.263 -1.003 -1.21 -1.64 0.28
N -0.836 -2.055 -0.781 -3.57 -0.38 0.65
N -2.751 -0.379 -1.070 -0.41 -2.43 0.44
N 1.830 0.247 -1.064 2.16 1.48 0.55
N 0.302 2.244 -1.696 2.21 1.32 0.47
O 0.119 -2.890 -1.023 2.23 -1.24 0.21
O 2.646 -0.769 -0.472 -0.21 0.49 -0.76
O -0.508 3.338 -1.922 0.40 -0.81 -0.71
O -3.642 0.459 -1.421 -0.97 0.87 -0.05
C -3.119 -1.596 -0.573 0.09 3.48 -1.02
C -2.060 -2.525 -0.391 3.78 0.76 -0.88
C 2.414 1.446 -1.018 -0.56 -3.48 0.31
C 1.551 2.555 -1.349 -3.36 0.11 -1.19
C -2.281 -3.946 0.007 -0.08 -0.41 -0.08
H -1.754 -4.206 0.936 0.11 0.11 -0.25
H -1.934 -4.633 -0.777 0.03 0.14 0.19
H -3.343 -4.141 0.193 0.34 0.03 -0.10
C -4.566 -1.877 -0.404 -0.24 -0.03 0.16
H -5.110 -1.594 -1.318 0.09 -0.01 0.34
H -4.961 -1.285 0.436 -0.11 -0.06 -0.31
H -4.738 -2.934 -0.184 -0.13 0.22 -0.09
C 3.836 1.640 -0.596 0.32 0.16 0.05
C 1.975 3.976 -1.341 0.38 0.38 0.15
H 4.432 0.732 -0.733 -0.31 0.13 0.02
H 3.921 1.942 0.459 -0.12 -0.04 -0.24
H 4.294 2.431 -1.197 -0.11 -0.03 0.13
H 1.108 4.615 -1.126 0.46 -0.20 -0.15
H 2.388 4.229 -2.330 -0.21 0.08 0.22
H 2.767 4.157 -0.609 -0.12 -0.01 -0.03
H 2.274 -1.623 -0.790 -0.55 0.38 -0.04
H -1.050 3.020 -2.742 0.08 0.17 0.69
C -1.786 0.991 -4.048 -0.50 0.05 -1.10
H -2.439 0.509 -3.329 -0.05 0.03 0.25
H -0.758 0.617 -3.966 -0.21 0.42 0.02
H -2.155 0.782 -5.068 0.27 -0.26 0.42
O 0.472 -1.980 -3.792 0.72 0.63 1.28
H 1.270 -1.413 -3.688 -0.79 -0.62 -0.24
H 0.302 -2.273 -2.847 0.11 -0.10 -0.77
C 2.485 -0.272 3.402 0.22 0.18 0.05
N 2.056 -1.103 2.250 -0.03 -0.07 -0.30
C 2.787 -2.402 2.289 0.03 -0.03 -0.20
C 0.543 -1.335 2.163 -0.17 -0.04 -0.09
C -0.212 -0.039 2.226 -0.47 0.20 1.68
C -0.541 0.443 3.514 0.30 -0.38 -0.31
C -1.167 1.666 3.693 0.08 -0.16 0.24
C -1.517 2.406 2.567 0.03 -0.11 -0.45
C -1.243 1.898 1.283 -0.57 1.12 1.70
C -0.611 0.679 1.127 0.78 0.18 -1.38
H 2.122 -0.736 4.327 0.10 0.14 -0.25
H 2.091 0.743 3.313 -0.02 -0.30 0.00
H 3.582 -0.251 3.401 -0.29 0.03 0.07
H 2.309 -0.629 1.352 -0.14 -0.41 0.51
H 2.506 -2.937 3.204 0.07 0.17 -0.23
H 2.527 -3.003 1.414 -0.11 0.15 0.15
H 3.861 -2.191 2.284 -0.20 -0.11 0.04
H 0.369 -1.875 1.224 0.09 0.09 0.08
H 0.287 -1.991 3.008 0.18 0.17 -0.17
H -0.268 -0.184 4.362 -0.14 0.23 0.14
H -1.365 2.020 4.710 -0.05 -0.06 -0.45
H -2.015 3.365 2.683 0.05 -0.08 -0.02
H -1.556 2.514 0.438 0.04 -0.24 0.07
```
Forces are in eV/Å.



The following is a DFT calculation (ωB97M-V/def2-TZVPD) of a 2-piece molecular cluster, C3HN4O4 overall in a non-equilibrium geometry.

Properties
E_LUMO = 3.43 eV
E_HOMO = -0.194 Eh
spin multiplicity = 1
orbital gap = 8.701 eV
energy relative to the best compared isomer or geometry (same formula, charge and spin) = 0.3491 eV
net charge = -1

Geometry as XYZ:
```
12
Properties=species:S:1:pos:R:3:forces:R:3
C 0.731 1.511 -0.509 2.50 2.05 -0.29
C -2.523 -1.971 -0.579 0.93 -0.32 0.45
C 0.749 0.481 0.399 -0.45 -0.13 -0.13
N -0.482 1.654 -0.989 -0.50 0.16 0.45
N -0.548 0.030 0.490 2.15 -0.97 1.38
N -1.227 0.744 -0.300 -1.60 0.64 -1.46
N 1.932 -0.089 0.951 0.04 0.99 0.28
O -1.487 -2.407 -0.324 0.30 -0.45 -0.19
O 2.963 0.612 0.970 -0.71 -0.41 -0.21
O -3.586 -1.600 -0.811 -1.32 0.52 -0.39
O 1.897 -1.215 1.391 -0.04 -0.71 0.28
H 1.580 2.249 -0.688 -1.30 -1.37 -0.18
```
Forces are in eV/Å.



| no. | total energy (Ha) |
| --- | --- |
| 1 | -2731.7887 |
| 2 | -592.9414 |
| 3 | -310.9916 |
| 4 | -1344.3167 |
| 5 | -1598.2916 |
| 6 | -634.8874 |